# 1
The following is a DFT calculation (ωB97M-V/def2-TZVPD) of one molecule with the formula C6H11N in a non-equilibrium geometry.

Output
LUMO energy (eV): 0.60
SMILES: [H]/N=C(/C)C=C(C)C
Energy above the lowest of the compared OMol25 structures with the same formula, charge and spin (eV): 3.2985

Structure (ORCA input):
```
! wB97M-V def2-TZVPD RIJCOSX def2/J DEFGRID3
* xyz 0 1
H -2.574 -0.400 -0.520
N -1.975 -0.574 -1.323
C -0.719 -0.281 -1.118
C 0.306 -0.845 -2.052
C -0.641 0.964 -0.354
C 0.085 0.392 0.664
C 1.558 0.067 0.585
C -0.418 0.511 2.083
H -0.183 -1.054 -3.002
H 1.139 -0.165 -2.207
H 0.702 -1.777 -1.650
H -1.524 1.575 -0.203
H 2.045 0.536 -0.267
H 2.075 0.418 1.478
H 1.713 -1.010 0.524
H 0.079 1.351 2.572
H -0.176 -0.382 2.661
H -1.493 0.673 2.129
*
```

These are the Löwdin partial charges, in e, on atoms 1 to 6: atom 1 (H): 0.04, atom 2 (N): 0.09, atom 3 (C): -0.47, atom 4 (C): -0.04, atom 5 (C): -0.03, atom 6 (C): -0.32


# 2
The following is a DFT calculation (ωB97M-V/def2-TZVPD) of one molecule with the formula C6H11N in a non-equilibrium geometry.

Output
LUMO energy (eV): 1.14
SMILES: C=CNC/C=C/C
Energy above the lowest of the compared OMol25 structures with the same formula, charge and spin (eV): 1.9227

Structure (ORCA input):
```
! wB97M-V def2-TZVPD RIJCOSX def2/J DEFGRID3
* xyz 0 1
C 1.481 -1.645 1.973
C 0.676 -0.598 1.995
N -0.627 -0.408 1.504
C -0.771 0.754 0.627
C -0.847 0.446 -0.847
C -0.028 0.996 -1.741
C 0.064 0.531 -3.161
H 1.350 -2.401 1.216
H 2.384 -1.641 2.562
H 0.957 0.314 2.527
H -0.993 -1.251 1.078
H 0.103 1.398 0.741
H -1.624 1.370 0.892
H -1.765 0.012 -1.242
H 0.755 1.697 -1.460
H -0.665 -0.249 -3.364
H 1.079 0.158 -3.312
H 0.017 1.263 -3.935
*
```

These are the Löwdin partial charges, in e, on atoms 1 to 6: atom 1 (C): -0.01, atom 2 (C): -0.27, atom 3 (N): -0.04, atom 4 (C): -0.23, atom 5 (C): -0.12, atom 6 (C): -0.16


# 3
The following is a DFT calculation (ωB97M-V/def2-TZVPD) of C6H11N as an isolated structure in a non-equilibrium geometry.

Output
LUMO energy (eV): 1.12
Energy above the lowest of the compared OMol25 structures with the same formula, charge and spin (eV): 5.3494

Structure (ORCA input):
```
! wB97M-V def2-TZVPD RIJCOSX def2/J DEFGRID3
* xyz 0 1
C 0.560 1.857 0.402
C 0.335 -0.342 -1.112
C 1.191 -0.994 -0.061
C 0.059 -0.878 1.149
C -1.102 -0.047 0.504
C -1.172 -0.614 -0.827
H 0.973 2.971 -0.120
H 1.546 1.617 0.924
H -0.247 2.263 1.086
H 0.642 -0.262 -2.104
H 2.111 -0.463 0.046
H 1.434 -2.004 -0.141
H -0.408 -1.963 1.454
H 0.441 -0.689 2.176
H -2.210 0.368 0.805
H -1.470 -1.637 -0.906
H -1.860 -0.253 -1.449
N -0.025 0.880 -0.301
*
```

These are the Löwdin partial charges, in e, on atoms 1 to 6: atom 1 (C): -0.22, atom 2 (C): -0.18, atom 3 (C): -0.10, atom 4 (C): -0.12, atom 5 (C): -0.17, atom 6 (C): -0.19


# 4
The following is a DFT calculation (ωB97M-V/def2-TZVPD) of one molecule with the formula C6H11N in a non-equilibrium geometry.

Output
LUMO energy (eV): 0.91
SMILES: C=C/C(=C/C)NC
Energy above the lowest of the compared OMol25 structures with the same formula, charge and spin (eV): 3.7159

Structure (ORCA input):
```
! wB97M-V def2-TZVPD RIJCOSX def2/J DEFGRID3
* xyz 0 1
C 1.466 -2.138 -1.075
C 0.493 -1.265 -1.541
C -0.083 -0.098 -0.662
C -1.357 -0.101 -0.305
C -2.006 0.169 1.030
N 0.803 1.012 -0.373
C 0.958 1.550 0.982
H 1.850 -2.935 -1.723
H 1.897 -1.843 -0.062
H -0.004 -1.411 -2.479
H -1.945 -0.776 -0.975
H -2.446 -0.801 1.197
H -2.628 1.134 1.233
H -1.132 0.284 1.769
H 1.060 1.638 -1.138
H 1.547 1.132 1.727
H 0.059 1.895 1.532
H 1.470 2.555 0.864
*
```

These are the Löwdin partial charges, in e, on atoms 1 to 6: atom 1 (C): 0.00, atom 2 (C): -0.11, atom 3 (C): -0.30, atom 4 (C): -0.14, atom 5 (C): -0.10, atom 6 (N): -0.06